# 1
{
  "formula": "C5H20N2O4",
  "method": "wB97M-V/def2-TZVPD",
  "smiles": "CCCC/N=C\\N.O.O.O.O",
  "lumo_ev": 0.194,
  "species": ["C", "C", "C", "C", "N", "C", "N", "H", "H", "H", "H", "H", "H", "H", "H", "H", "H", "H", "H", "H", "H", "O", "H", "H", "O", "H", "H", "O", "H", "H", "O"],
  "xyz": [[0.58043, 2.69050, 2.40117], [0.38290, 2.47583, 0.88020], [0.59622, 0.91703, 0.62804], [1.95528, 0.43173, 0.00614], [0.36781, -1.64574, -1.58584], [1.48694, -1.86165, -0.82200], [2.15313, -1.01657, -0.14025], [0.71078, 1.61699, 2.92114], [1.49441, 3.31248, 2.71904], [-0.38317, 2.74699, 2.83521], [-0.69838, 2.65072, 0.61376], [1.15832, 3.22220, 0.32096], [-0.20295, 0.60500, -0.03827], [0.39408, 0.47502, 1.62907], [2.62744, 0.88440, 0.86691], [2.14042, 1.10806, -1.04901], [-0.22626, -0.83468, -1.26018], [-0.15998, -2.36394, -1.97113], [1.68017, -3.01814, -0.80182], [1.58946, -1.97871, 2.76689], [2.91096, -1.54825, 2.30628], [2.15837, -1.21925, 2.90006], [-3.50759, 0.61771, 1.34280], [-3.79218, -0.58086, 0.50069], [-3.11372, -0.30755, 1.08109], [-2.70406, -0.78972, -2.42597], [-3.25177, -0.59742, -1.26535], [-3.56027, -0.90729, -2.16021], [-0.35862, 1.02499, -3.13141], [-1.97524, 0.76189, -3.31047], [-1.12225, 0.35918, -3.07692]],
  "forces_ev_per_angstrom": [[1.797, -2.748, 0.883], [1.676, 0.011, -0.367], [-0.476, 0.175, -0.949], [0.089, 2.664, 0.169], [-0.328, 3.643, 1.457], [-0.515, -1.308, 0.398], [0.485, -0.123, 0.121], [0.777, 2.113, -1.180], [-2.073, -0.542, -0.260], [-0.874, 1.890, 0.857], [1.328, 0.391, 0.016], [-2.097, -1.960, 0.818], [-0.371, -0.125, -0.053], [0.388, -0.293, -1.079], [-0.250, -1.286, -2.190], [-0.347, -2.046, 2.761], [1.100, -1.315, -0.984], [-0.639, -1.578, -0.541], [0.526, 2.215, 0.137], [-0.679, -0.058, 0.235], [-1.263, 1.226, 1.022], [1.868, -1.052, -1.225], [1.438, -2.526, -0.475], [-1.345, -1.026, -0.925], [-0.242, 3.499, 1.457], [3.746, -0.144, -2.778], [-1.504, -0.382, -0.342], [-2.048, 0.455, 3.124], [-2.090, -1.297, 0.004], [0.765, 0.473, -0.088], [1.158, 1.052, -0.021]],
  "nbo_charge": [-0.649, -0.414, -0.407, -0.238, -0.838, 0.308, -0.544, 0.208, 0.228, 0.218, 0.205, 0.207, 0.166, 0.220, 0.206, 0.176, 0.395, 0.387, 0.156, 0.462, 0.480, -0.940, 0.473, 0.457, -0.924, 0.462, 0.453, -0.920, 0.504, 0.487, -0.986]
}

=====

# 2
{
  "formula": "C20H40LiO15",
  "method": "wB97M-V/def2-TZVPD",
  "lumo_ev": -1.837,
  "total_charge": 1,
  "species": ["Li", "C", "C", "O", "C", "O", "O", "C", "H", "H", "H", "H", "H", "H", "H", "H", "C", "C", "O", "C", "O", "O", "C", "H", "H", "H", "H", "H", "H", "H", "H", "C", "C", "O", "C", "O", "O", "C", "H", "H", "H", "H", "H", "H", "H", "H", "C", "C", "O", "C", "O", "O", "C", "H", "H", "H", "H", "H", "H", "H", "H", "C", "C", "O", "C", "O", "O", "C", "H", "H", "H", "H", "H", "H", "H", "H"],
  "xyz": [[-0.30982, 0.57128, -0.96448], [-3.81438, 1.85786, 3.07054], [-2.91467, 1.25576, 2.02282], [-3.79707, 0.68475, 0.99878], [-3.32293, 0.67728, -0.23879], [-2.23131, 1.07619, -0.57018], [-4.25192, 0.18200, -1.03390], [-4.03183, 0.25851, -2.43479], [-4.50028, 2.59722, 2.66450], [-3.21153, 2.28604, 3.87335], [-4.44154, 1.10934, 3.56104], [-2.28418, 0.41804, 2.31554], [-2.31884, 2.03798, 1.55585], [-4.85615, -0.22540, -2.94810], [-3.13005, -0.24553, -2.79105], [-3.95292, 1.31369, -2.70151], [4.32364, 2.83696, -2.74158], [2.82121, 2.67744, -2.67189], [2.27917, 3.80815, -1.98106], [1.15471, 3.69567, -1.31016], [0.51648, 2.68746, -1.13045], [0.87689, 4.87404, -0.77230], [-0.39759, 4.96389, -0.14456], [4.82590, 2.35466, -1.90662], [4.62928, 3.88389, -2.74112], [4.68066, 2.48523, -3.71118], [2.50488, 1.75586, -2.17686], [2.34114, 2.64443, -3.65487], [-0.43780, 5.97362, 0.26918], [-0.49785, 4.31742, 0.72647], [-1.21204, 4.87190, -0.85743], [-0.12175, -1.95105, 4.63301], [0.76721, -0.88056, 4.02634], [0.29525, -0.61368, 2.68608], [0.84318, 0.35042, 1.97430], [0.49116, 0.64303, 0.86374], [1.85157, 0.94506, 2.61785], [2.37061, 2.12135, 2.00134], [0.32256, -2.52349, 5.44437], [-0.43497, -2.64641, 3.85254], [-1.02139, -1.50998, 5.06625], [1.79692, -1.21545, 3.92326], [0.67695, 0.01544, 4.63544], [1.61793, 2.90642, 2.01415], [2.68108, 1.95982, 0.96491], [3.29373, 2.38906, 2.50817], [2.04620, -2.94447, 0.64618], [3.05416, -1.90114, 0.17036], [3.17616, -1.95462, -1.24999], [2.37872, -1.25511, -2.00798], [1.42351, -0.60895, -1.63354], [2.76702, -1.41628, -3.27163], [2.14300, -0.69081, -4.31273], [1.88622, -2.91928, 1.72305], [2.38764, -3.94382, 0.36714], [1.08345, -2.80532, 0.15181], [4.04640, -2.09510, 0.55930], [2.64569, -0.93117, 0.45896], [1.15182, -1.07309, -4.55766], [2.85123, -0.63958, -5.13115], [1.95037, 0.34305, -4.00357], [-2.39979, -4.16130, 1.95414], [-2.13996, -2.91953, 1.12328], [-2.13129, -3.31786, -0.25741], [-1.55725, -2.51142, -1.13010], [-1.25008, -1.36951, -0.90315], [-1.41346, -3.17797, -2.26087], [-0.83099, -2.48094, -3.35124], [-3.40999, -4.48720, 1.70603], [-2.40656, -3.87554, 3.00679], [-1.68223, -4.96517, 1.81923], [-1.20644, -2.41258, 1.37179], [-2.96027, -2.20733, 1.23889], [0.26000, -2.48591, -3.39346], [-1.16419, -1.44318, -3.38546], [-1.16841, -3.02447, -4.23397]],
  "forces_ev_per_angstrom": [[0.087, -0.092, 0.406], [-0.076, -0.661, 0.765], [-0.643, 0.024, -0.770], [0.247, 0.235, -0.072], [-0.223, -0.003, 0.464], [0.270, 0.367, -0.432], [-0.187, -0.516, 0.020], [0.438, 0.380, -0.668], [0.249, 0.172, -0.156], [0.013, 0.234, -0.146], [0.071, -0.128, -0.169], [0.135, 0.235, 0.466], [0.179, -0.160, -0.047], [-0.290, 0.172, 0.317], [0.136, -0.003, 0.522], [-0.121, -0.110, -0.227], [0.101, 0.299, -0.435], [-0.415, -0.341, -0.152], [0.258, 0.409, 0.005], [0.346, -0.045, 0.423], [-0.458, -0.581, -0.367], [-0.162, -0.068, -0.171], [-0.226, 1.081, 0.794], [0.085, -0.151, -0.133], [-0.323, 0.096, 0.160], [0.134, -0.453, 0.263], [0.145, 0.111, 0.200], [0.223, 0.213, -0.050], [0.082, 0.002, -0.250], [0.025, -0.475, -0.366], [0.031, -0.380, -0.019], [-0.601, -0.046, -0.286], [0.018, -0.453, 0.503], [-0.611, -0.125, -0.173], [0.593, 0.182, 0.407], [-0.332, -0.048, -0.204], [-0.054, -0.080, 0.044], [0.566, 0.250, -0.742], [0.434, 0.133, -0.128], [0.063, -0.110, 0.086], [-0.055, 0.052, -0.204], [0.092, 0.149, 0.283], [0.412, 0.172, -0.184], [0.126, 0.108, 0.141], [-0.389, -0.293, -0.001], [-0.329, 0.066, 0.481], [0.200, -0.487, -0.496], [-1.424, -0.129, 0.563], [0.931, -0.397, -0.131], [-0.621, 0.079, -0.464], [-0.012, 0.442, -0.160], [0.388, -0.387, 0.304], [-0.584, 1.363, 0.377], [0.124, 0.121, 0.033], [0.040, 0.009, 0.143], [-0.012, 0.236, 0.065], [0.081, 0.193, 0.016], [0.513, 0.205, -0.064], [0.346, -0.376, -0.321], [-0.180, -0.433, -0.179], [0.161, -0.105, 0.122], [-0.501, 0.588, 0.021], [-0.063, 0.118, 0.171], [0.279, -0.481, -0.165], [-0.434, -0.591, 0.595], [0.433, 0.574, -0.230], [0.367, 0.047, -0.112], [-0.144, 0.093, -0.959], [0.118, -0.389, 0.084], [0.011, -0.023, 0.030], [0.068, 0.050, -0.214], [0.040, -0.049, -0.091], [0.070, 0.060, 0.159], [-0.099, -0.274, 0.668], [-0.069, -0.075, 0.013], [-0.090, 0.195, 0.025]],
  "mulliken_charge": [1.106, -1.571, 0.692, -0.351, 0.607, -0.342, -0.358, -0.400, 0.342, 0.416, 0.364, -0.178, 0.087, 0.253, -0.034, 0.317, -1.358, 0.740, -0.393, 0.538, -0.567, -0.391, -0.581, 0.330, 0.388, 0.348, -0.624, 0.452, 0.275, 0.170, 0.319, -1.085, -0.360, 0.113, -0.224, 0.477, -0.454, -0.542, 0.412, 0.099, 0.335, 0.356, 0.322, 0.283, 0.051, 0.326, -0.560, 0.092, -0.383, 0.528, 0.011, -0.425, -0.315, 0.277, 0.411, -0.197, 0.401, -0.188, 0.190, 0.292, 0.000, -1.641, 0.722, -0.427, 0.284, 0.445, -0.426, -0.737, 0.426, 0.407, 0.347, -0.184, 0.132, 0.202, 0.261, 0.351]
}

=====

# 3
{
  "formula": "C3H3FN2O",
  "method": "wB97M-V/def2-TZVPD",
  "lumo_ev": 0.486,
  "species": ["C", "C", "C", "H", "H", "H", "N", "N", "O", "F"],
  "xyz": [[-0.40403, 0.51352, -0.26044], [1.21529, -0.22080, 1.19520], [0.31852, -0.62178, 0.34360], [-2.02920, 0.83349, -1.65661], [-1.17660, -1.01917, -1.72477], [1.96839, -0.53313, 1.97520], [-1.09783, 0.23355, -1.48254], [0.06791, 1.54316, 0.32997], [1.04174, 1.18137, 1.25557], [0.09582, -1.91023, 0.02483]],
  "forces_ev_per_angstrom": [[1.499, -4.025, -0.510], [1.500, 3.215, 2.799], [-1.267, -1.771, -1.506], [2.823, -2.245, 0.562], [-0.012, 5.544, 1.444], [-1.201, -0.180, -1.475], [-2.393, -1.549, -0.163], [-0.366, 2.345, -0.210], [-0.390, -1.444, -0.625], [-0.192, 0.108, -0.316]],
  "nbo_charge": [0.263, 0.017, 0.242, 0.416, 0.434, 0.241, -0.856, -0.154, -0.288, -0.316]
}

=====

Across the entries above, frontier orbital gap takes the values 9.0 11.8 10.0 eV, respectively.
Across the entries above, relative energy (zero: lowest compared OMol25 entry of this formula, charge and spin) takes the values 86.6 0.0 92.4 kcal per mole, respectively.
Across the entries above, max |F| takes the values 4.7 1.5 5.7 eV Å⁻¹, respectively.